The following is a DFT calculation (ωB97M-V/def2-TZVPD) of C24H30N5O3SSiW as an isolated structure.

```
65
Properties=species:S:1:pos:R:3:forces:R:3:mulliken_charge:R:1
H 0.126 -2.375 0.652 -0.01 0.00 -0.01 0.4910
H -2.631 3.261 4.672 -0.02 -0.01 0.00 0.2532
H 2.143 -1.022 -3.563 0.00 0.00 0.01 0.8703
O 2.675 -3.182 -4.487 0.00 0.02 0.02 -0.5176
H 1.098 4.828 -2.450 -0.01 0.00 0.02 0.4727
H 3.148 2.948 -6.213 0.00 0.00 0.01 0.3215
H -2.146 0.497 -0.538 -0.03 -0.04 -0.01 0.3649
H -5.609 1.013 1.475 0.00 0.00 0.01 0.4243
C 1.665 1.580 -3.175 0.03 -0.09 -0.07 -0.8006
S -1.424 2.763 1.286 -0.12 0.25 0.26 -0.5406
C 2.439 -3.677 -3.189 0.01 0.00 -0.03 -0.9484
H 0.972 -2.460 4.213 0.01 0.00 0.00 0.4457
C 2.190 -0.201 2.001 -0.02 -0.21 0.02 0.2092
C 1.755 -2.677 -2.289 -0.04 0.01 0.09 0.5035
Si -3.685 -0.454 1.111 0.02 0.02 0.03 0.1117
C -0.166 -0.552 2.546 0.18 -0.01 -0.17 -0.2798
C 1.107 3.749 -2.368 0.06 -0.08 -0.08 -0.9670
H 1.867 -4.609 -3.202 -0.01 0.00 0.00 0.4523
H 3.415 -3.908 -2.756 0.00 -0.01 0.01 0.2870
C 1.264 -0.913 2.761 -0.12 -0.02 -0.03 0.4529
H -0.928 -1.299 2.757 0.02 -0.02 0.01 0.3960
C 3.545 -0.473 2.107 0.06 0.18 -0.02 -0.6478
C 0.594 -2.109 -0.286 -0.04 -0.01 0.11 -0.4544
C -4.532 1.187 1.398 -0.04 0.00 -0.01 -1.0142
H -4.243 -2.412 -0.325 0.00 0.00 0.01 0.3194
C 2.297 3.576 -4.571 0.02 -0.01 -0.02 -0.6370
H -4.369 1.881 0.571 -0.01 0.00 0.01 0.3347
O 2.714 2.557 -5.449 0.00 0.01 0.00 -0.4873
H 0.104 3.738 -0.481 -0.01 0.00 0.00 0.4525
H 1.918 -3.371 -5.049 0.00 -0.01 0.00 0.3109
N -0.506 0.757 2.679 -0.33 0.07 -0.26 0.8979
C 1.696 -1.907 3.626 -0.02 -0.03 0.05 -0.4902
H -4.213 1.668 2.322 0.01 0.00 -0.01 0.3120
H -3.060 -0.825 3.492 0.00 -0.02 0.01 0.3896
N -2.478 3.401 3.688 0.00 0.01 -0.02 -0.3583
H 2.114 0.956 -3.931 -0.01 0.00 0.01 0.7171
C 3.968 -1.463 2.983 -0.04 -0.02 0.03 -0.5124
C -1.792 2.470 2.997 0.12 0.02 -0.18 0.6542
H 4.249 0.090 1.507 0.01 -0.02 0.00 0.4905
H -3.036 -2.356 2.590 0.00 0.00 0.01 0.3395
C 1.704 -1.334 -2.628 0.04 0.03 -0.09 -1.0278
C 1.676 2.953 -3.356 -0.04 0.11 0.07 0.4492
H 3.139 4.198 -4.244 0.00 0.00 0.01 0.3476
H 1.205 -4.097 -0.757 -0.01 0.01 0.02 0.4659
N 0.527 1.813 -1.097 -0.20 -0.08 0.15 -0.0842
C 1.114 -0.424 -1.768 0.06 0.02 -0.02 0.2764
H -4.567 -1.639 3.069 0.00 0.02 0.00 0.4390
H -1.810 -1.205 -0.237 0.02 0.00 0.00 0.4282
N -1.348 1.388 3.540 0.07 0.03 0.17 -1.2480
C 0.548 3.146 -1.266 -0.02 0.00 -0.01 -0.3327
C 3.052 -2.185 3.739 0.03 0.02 -0.02 -0.7254
C 1.097 1.034 -2.038 0.01 0.03 0.04 0.8640
N 0.551 -0.815 -0.616 -0.04 -0.07 -0.01 0.0079
C -3.560 -1.405 2.714 0.01 0.01 0.00 -1.1186
O 1.695 0.692 1.115 -0.02 0.10 -0.05 -0.7352
H -4.800 -0.905 -1.059 -0.01 -0.02 0.00 0.3345
H -5.703 -1.625 0.273 0.00 0.00 0.00 0.3484
W -0.248 0.796 0.769 0.55 -0.21 0.20 1.3712
H 1.560 4.239 -5.038 -0.01 -0.01 0.00 0.3489
H -3.004 4.106 3.207 -0.02 -0.01 0.02 0.2095
C -4.698 -1.442 -0.113 0.00 0.00 -0.05 -1.1948
H 5.024 -1.682 3.069 0.00 0.01 -0.01 0.4107
C -1.983 -0.261 0.281 -0.16 0.01 -0.11 -0.7754
C 1.190 -3.064 -1.079 0.07 0.01 -0.10 -1.0993
H 3.394 -2.960 4.411 -0.01 0.00 0.00 0.4211
```
Forces are in eV/Å.

Output
**M**: 680.53 g/mol
**Orbital gap (spin up / spin down)**: 6.48 / 6.48 eV
**E_HOMO (spin up / spin down)**: -10.349 / -10.349 eV
**LUMO (spin up / spin down)**: -3.9 / -3.9 eV
**Total charge**: +1
**Energy above the lowest of the compared OMol25 structures with the same formula, charge and spin**: 0.00 kJ/mol
**DFT total energy**: -2186.6998 hartree



The following is a DFT calculation (ωB97M-V/def2-TZVPD) of one molecule with the formula C7H13ClO3S.

```
25
Properties=species:S:1:pos:R:3:forces:R:3:mulliken_charge:R:1
H -2.371 3.732 0.205 -0.08 0.05 0.02 0.3770
H 0.131 -2.479 0.946 -0.05 -0.05 0.09 0.3751
C -1.420 1.852 -0.291 0.30 0.37 0.46 0.2630
H -0.861 0.815 1.490 0.00 -0.06 0.04 0.5240
H 2.991 -1.449 -1.213 0.02 -0.01 -0.05 0.2863
H 0.248 -1.044 1.986 -0.20 -0.13 0.04 0.4284
H -3.057 2.329 1.028 0.02 0.00 0.15 0.3586
C 0.414 -1.429 0.980 0.21 0.19 0.00 -1.0122
C 1.906 -1.292 0.671 -0.16 0.08 -0.34 -0.6204
Cl -2.650 1.068 -1.313 -0.20 0.03 -0.17 -0.1804
O 1.053 -2.128 -1.473 0.15 0.01 -0.06 -0.3959
O 1.107 0.303 -1.860 0.17 0.13 0.00 -0.6351
H 2.496 -1.720 1.480 0.06 -0.01 -0.01 0.4280
C -2.130 2.791 0.693 0.06 -0.21 -0.26 -1.4432
O -0.775 -1.113 -2.627 -0.08 -0.10 0.02 -0.6491
H 2.166 -0.237 0.581 0.04 0.01 0.14 0.2669
H -0.795 2.457 -0.941 -0.05 -0.20 -0.29 0.4149
S 0.208 -0.793 -1.653 -0.16 -0.14 -0.05 1.3374
H 2.584 -3.007 -0.478 -0.13 -0.10 -0.12 0.3745
H 0.497 1.207 0.450 0.00 0.20 0.02 0.2642
H -1.470 -1.075 -0.023 -0.06 0.10 -0.13 0.5878
C -0.528 0.840 0.449 -0.30 -0.22 0.16 -1.2656
C -0.481 -0.623 0.008 0.25 -0.09 0.05 0.0170
C 2.236 -1.993 -0.652 0.13 0.07 0.27 -0.4778
H -1.499 2.988 1.559 0.07 0.09 -0.01 0.3765
```
Forces are in eV/Å.

Output
**M**: 212.70 g/mol
**Orbital gap**: 11.28 eV
**E_HOMO**: -10.543 eV
**LUMO**: 0.7 eV
**Total charge**: 0
**Energy above the lowest of the compared OMol25 structures with the same formula, charge and spin**: 0.93 kJ/mol
**DFT total energy**: -1358.6170 hartree
**SMILES**: C[C@H](Cl)C[C@@H]1CCCOS1(=O)=O



The following is a DFT calculation (ωB97M-V/def2-TZVPD) of one molecule with the formula C18H20N2O4 in a non-equilibrium geometry.

```
44
Properties=species:S:1:pos:R:3:forces:R:3:mulliken_charge:R:1
C -0.030 -2.176 -0.659 -0.92 -1.19 1.80 -0.2304
C 2.805 1.534 2.627 1.05 -3.41 1.12 -1.0329
C 3.340 -0.910 2.558 -0.51 2.83 0.94 -1.1885
C -3.492 0.993 1.138 -1.86 0.37 -0.59 -0.5730
H -5.555 1.759 1.127 -0.78 0.12 1.00 0.4409
H 0.532 0.424 -0.592 0.59 0.54 -0.93 0.3393
H -3.289 2.349 -2.457 -0.46 -0.51 1.37 0.2851
N 1.042 -1.503 -0.996 3.03 -0.44 1.08 0.1329
O 1.473 -1.163 -3.458 -0.97 -0.06 -1.66 -0.4912
H -0.538 -0.256 1.304 -0.70 0.00 -0.98 0.3427
H 3.457 -0.220 -1.612 -1.25 0.45 1.16 0.4058
N -2.473 -1.968 -0.987 -1.04 -3.66 -1.86 -0.5765
H -2.972 -1.681 -1.857 0.92 0.06 1.10 0.2780
H 1.258 -1.109 -4.450 0.44 0.15 2.00 0.4087
C -1.284 -1.317 -0.606 3.40 -0.37 0.56 1.6124
C 2.674 1.527 1.308 -0.79 -0.47 -3.78 -0.2219
H -1.736 0.560 -1.760 0.02 0.67 -0.35 0.5984
O 3.211 0.441 4.609 0.41 -1.61 1.14 -0.5292
H 3.357 -1.567 0.478 0.36 -0.85 0.54 0.3386
H 2.257 2.366 0.778 0.21 0.73 0.02 0.3555
H -2.282 -3.061 -1.103 -0.44 3.15 0.41 0.3611
H -1.992 -1.273 1.335 0.02 0.28 0.32 0.4701
H -5.381 2.671 -1.116 0.25 -0.39 -0.02 0.3231
C 2.895 0.384 0.501 0.58 0.27 1.35 0.0732
H 1.684 -2.318 -0.920 1.05 1.71 -0.49 0.2096
H -0.704 -0.607 -1.202 -2.48 0.27 -1.02 -1.3795
H 3.500 -1.832 3.070 0.24 -0.52 0.11 0.3597
C -2.446 0.538 0.278 -0.47 0.48 0.72 0.8045
C -3.416 1.889 -1.426 0.42 -0.06 -3.41 -0.8437
H 2.715 2.392 3.179 -0.42 1.82 1.41 0.5442
C 0.905 -0.107 -2.834 2.52 1.16 2.03 0.1989
C -2.452 0.962 -1.074 -0.54 0.38 2.59 -0.3200
C -4.580 2.031 -0.731 -0.96 0.95 1.25 -0.3770
C -4.672 1.561 0.596 2.90 0.13 -2.08 -0.6001
O 0.219 -3.356 -0.411 -2.00 -0.85 0.07 -0.7758
H 2.841 1.372 -1.353 -0.29 1.10 -0.48 0.4565
C -1.455 -0.549 0.717 -0.63 -0.35 0.21 -0.6398
C 3.137 0.304 3.280 -0.21 0.56 -1.65 1.1567
O 0.474 0.847 -3.379 -1.45 1.02 -1.28 -0.5394
C 2.682 0.382 -1.008 1.04 -1.30 0.50 -1.4492
C 3.250 -0.766 1.192 -0.38 -0.44 -2.04 0.0524
H 3.422 -0.450 4.952 -0.12 0.75 0.24 0.2934
C 1.260 -0.082 -1.256 -0.97 -2.38 -2.33 0.6021
H -3.640 0.987 2.221 1.19 -1.09 -0.09 0.3244
```
Forces are in eV/Å.

Output
**M**: 328.37 g/mol
**Orbital gap**: 8.98 eV
**E_HOMO**: -8.538 eV
**LUMO**: 0.4 eV
**Total charge**: 0
**Energy above the lowest of the compared OMol25 structures with the same formula, charge and spin**: 464.42 kJ/mol
**DFT total energy**: -1108.2704 hartree
**SMILES**: N[C@@H](Cc1ccccc1)C(=O)N[C@@H](Cc1ccc(O)cc1)C(=O)O



The following is a DFT calculation (ωB97M-V/def2-TZVPD) of a 8-piece molecular cluster, C18H38Br12N2O2 overall in a non-equilibrium geometry.

```
72
Properties=species:S:1:pos:R:3:forces:R:3:mulliken_charge:R:1
C -2.986 1.157 2.374 -1.07 1.87 -0.96 -0.4494
O 1.046 4.767 3.534 1.70 -0.88 -3.45 -0.6412
H -1.096 -5.116 1.070 -0.35 -0.11 -0.06 0.4207
Br 1.914 3.515 -3.693 0.33 0.19 -0.32 -0.1466
H -0.431 -0.816 2.382 0.01 -0.02 -0.30 0.2619
N -2.982 -0.341 -4.012 -0.96 0.10 0.15 0.1241
C 1.648 4.422 2.463 -1.09 0.41 4.00 0.0898
Br -4.160 1.408 4.914 0.62 0.82 0.05 -0.1685
Br -1.069 -4.501 -1.948 -0.39 -0.75 0.35 -0.1261
H 1.238 4.576 1.453 0.07 0.09 0.20 0.3089
H -3.048 1.584 -3.350 -0.47 0.27 0.43 0.3212
C 3.297 3.172 1.281 1.21 -0.91 -1.20 -1.0170
H -2.011 1.563 -4.585 -0.13 -0.95 -1.04 0.2768
H 4.245 -1.229 -4.989 0.33 -0.19 0.56 0.3798
H -3.835 1.546 -4.862 0.20 -0.69 -0.54 0.3726
Br 2.304 -0.965 -2.780 -0.13 -0.66 -0.75 -0.0696
H 3.232 2.084 1.294 -0.58 -0.18 0.08 0.3037
H -0.224 -2.415 0.436 0.08 -0.05 0.61 0.0980
H 2.712 -0.725 3.868 -1.24 0.41 -0.49 0.2826
H -0.433 2.624 -3.816 0.42 0.00 -0.39 0.3439
H 0.959 1.984 -1.187 0.07 0.18 -0.36 0.2174
H 4.347 3.281 1.010 0.38 0.75 0.64 0.3499
C 2.425 -2.237 -4.316 0.64 0.75 -0.54 -0.7047
C 0.059 -1.370 0.309 -1.46 -0.90 -1.28 -0.2237
H -3.846 -1.972 -2.863 0.26 -0.03 -0.59 0.3522
Br 0.095 1.170 4.774 1.20 -0.72 1.09 0.0221
H 1.276 -1.061 1.950 0.00 0.29 0.22 0.2907
Br -4.774 0.451 1.781 0.93 0.12 0.23 -0.1404
C -1.827 -1.035 -4.125 -0.34 0.43 0.79 0.2487
H 4.013 -2.798 -5.740 0.05 -0.22 0.24 0.4380
H -1.395 -6.872 -1.037 0.16 0.26 0.23 0.3825
Br -3.575 -4.337 0.920 0.87 -0.28 0.07 -0.1191
H -2.632 1.565 1.427 0.10 0.24 0.12 0.1413
H -2.172 2.621 3.790 -0.13 -0.07 0.21 0.1111
H 1.871 -3.141 -4.065 1.02 -0.34 0.61 0.4409
Br -1.591 -0.764 -0.646 0.58 -0.01 0.45 -0.0234
C 3.931 -2.255 -4.799 -1.88 -0.92 0.87 -0.6373
H 2.504 0.976 5.762 -0.46 0.75 -0.16 0.3706
H 2.797 3.558 0.392 -0.48 -0.04 0.28 0.3492
H -3.736 3.214 3.193 -0.03 -0.51 -0.49 0.4050
Br 0.967 -2.403 4.941 1.26 0.83 -0.35 -0.1758
Br 0.511 1.329 1.376 -0.17 -1.47 0.03 -0.0055
C -2.020 -5.512 0.648 -0.98 -1.49 -2.34 -0.5711
H -4.114 -0.480 -2.106 0.62 0.67 0.03 0.3198
H 3.359 3.778 4.716 -0.52 0.97 -0.75 0.3021
O -0.791 -0.537 -4.488 1.07 -0.08 -0.73 -0.5632
C 0.158 2.310 -1.851 -0.21 0.07 1.22 -0.1955
H -2.961 -6.052 -1.269 0.17 0.04 0.11 0.4155
C -2.978 1.126 -4.336 -0.06 -0.19 2.58 -0.9834
N 2.846 3.767 2.491 -0.48 1.97 0.14 0.1906
H 0.797 1.312 -3.588 -0.24 0.09 -0.12 0.1442
H 0.832 -1.444 -0.455 0.17 0.80 0.31 -0.0039
H 1.469 -0.087 6.645 -0.72 0.24 -0.20 0.4904
H 1.777 -1.895 -5.124 0.23 0.91 0.03 0.3189
C 0.471 2.310 -3.294 -0.20 0.27 -0.07 -0.2572
H -1.903 -2.066 -3.747 -0.04 -0.06 -0.20 0.1626
H 2.853 2.367 3.850 0.38 -0.61 0.67 0.0362
H 3.251 -1.128 5.316 -0.44 -0.52 1.00 0.5022
C 3.429 3.286 3.746 -0.38 -1.51 -0.52 -0.6842
C 0.315 -0.686 1.598 0.59 1.09 -0.03 -0.2469
C 1.665 0.290 5.641 0.90 -0.26 -0.61 -0.7360
C -3.160 2.322 3.440 0.04 -2.56 -0.04 -0.2741
H 4.480 3.039 3.591 -0.05 0.03 -0.21 0.3346
H -0.672 1.623 -1.692 -0.15 0.31 0.19 0.0035
H -2.308 0.327 2.572 -0.48 0.14 0.80 0.3060
H -5.022 -0.799 -3.506 0.09 -0.18 -0.39 0.3324
Br -0.370 4.108 -1.112 0.09 -0.98 -0.41 -0.1440
C -4.019 -0.921 -3.098 -0.27 0.64 -0.51 -0.9894
C -1.956 -5.956 -0.857 0.56 2.07 0.04 -0.7682
H -2.300 -6.525 0.938 0.02 0.34 1.61 0.3550
C 2.296 -0.857 4.867 -0.53 -0.79 0.10 -0.6805
Br 5.002 -3.234 -3.422 -0.28 0.74 -0.93 -0.1718
```
Forces are in eV/Å.

Output
**M**: 1273.36 g/mol
**Orbital gap**: 9.13 eV
**E_HOMO**: -9.107 eV
**LUMO**: 0.0 eV
**Total charge**: 0
**Energy above the lowest of the compared OMol25 structures with the same formula, charge and spin**: 295.78 kJ/mol
**DFT total energy**: -31856.7175 hartree
**SMILES**: CN(C)C=O.CN(C)C=O.BrCCBr.BrCCBr.BrCCBr.BrCCBr.BrCCBr.BrCCBr